{"formula": "C10H18FNO7PS", "method": "ωB97M-V/def2-TZVPD", "relative_energy_kcal_mol": 24.4, "total_charge": 1, "lumo_ev": -3.9, "e_homo_ha": -0.4289, "gap_ev": 7.7, "energy_ev": -49317.80332, "symbols": ["C", "P", "O", "C", "C", "S", "O", "O", "F", "C", "O", "O", "C", "O", "H", "H", "H", "H", "C", "N", "C", "C", "C", "C", "O", "H", "H", "H", "H", "H", "H", "H", "H", "H", "H", "H", "H", "H", "H"], "positions_angstrom": [[0.22319, -0.82658, 4.54367], [-0.54296, -0.69988, 2.85945], [0.16130, 0.69161, 2.18955], [-2.36171, -0.29320, 2.95470], [-3.30176, -1.08578, 2.42383], [-2.94038, -2.63839, 1.55978], [-4.10653, -3.45046, 1.47183], [-2.39567, -2.34359, 0.25952], [-1.84726, -3.45400, 2.43314], [-4.73065, -0.46506, 2.61559], [-5.74374, -0.91738, 2.31569], [-4.49374, 0.74503, 3.25155], [-3.14016, 0.91302, 3.54223], [-2.66542, 1.81353, 4.09286], [-0.47218, -1.13593, 5.34946], [0.75241, 0.12669, 4.78512], [0.99912, -1.62551, 4.46707], [-0.23569, 0.82608, 1.31109], [0.70733, 1.40690, -3.39180], [2.06038, 0.92196, -2.92837], [3.08525, 1.94645, -3.33644], [2.37933, -0.38006, -3.60057], [2.11461, 0.79137, -1.40788], [1.17195, -0.23603, -0.80642], [-0.18627, 0.07591, -1.09466], [0.80319, 1.73225, -4.42761], [-0.00331, 0.58920, -3.34728], [0.40088, 2.24004, -2.76386], [3.06484, 2.04438, -4.42006], [4.06556, 1.60499, -3.00782], [2.83236, 2.89434, -2.86462], [1.60172, -1.10224, -3.36461], [3.34705, -0.72695, -3.24112], [2.41005, -0.21247, -4.67589], [1.88823, 1.78377, -1.01406], [3.14360, 0.53314, -1.15482], [1.30229, -0.23324, 0.27859], [1.39392, -1.24421, -1.16893], [-0.74118, -0.60970, -0.68788]]}

=====

{"formula": "C10H18MnN6O7S", "method": "ωB97M-V/def2-TZVPD", "lumo_ev": [-2.7, -1.3], "spin_multiplicity": 4, "e_homo_ha": [-0.3590, -0.3595], "gap_ev": [7.1, 8.4], "energy_ev": -76091.49535, "s2": 3.907, "symbols": ["Mn", "N", "C", "C", "O", "N", "C", "C", "O", "O", "H", "H", "H", "H", "H", "H", "O", "S", "O", "O", "O", "C", "N", "C", "N", "C", "N", "C", "N", "C", "C", "H", "H", "H", "H", "H", "H", "H", "H", "H", "H", "H", "H"], "positions_angstrom": [[-1.01373, 0.62208, -1.13524], [-0.19799, 0.65842, -3.12620], [0.50719, -0.59730, -3.40953], [-0.29948, -1.68747, -2.72987], [-0.28025, -2.85054, -3.06212], [-1.03647, -1.20597, -1.67769], [-2.05885, -2.06973, -1.11918], [-2.88340, -1.21305, -0.18589], [-3.77728, -1.62054, 0.49873], [-2.47027, 0.05718, -0.16828], [-1.02571, 0.75286, -3.70947], [0.34731, 1.50547, -3.27175], [1.50847, -0.55267, -2.97867], [0.59575, -0.80218, -4.47400], [-1.64582, -2.91318, -0.56384], [-2.69671, -2.48177, -1.90355], [-1.31919, 4.22484, -0.72181], [-0.97562, 3.19275, -1.63861], [-0.51665, 3.56841, -2.94798], [-2.09207, 2.11946, -1.74278], [0.07316, 2.22565, -1.00095], [-0.22478, 1.16255, 1.67357], [0.15569, 0.15764, 0.60596], [1.62939, 0.29438, 0.34157], [2.40679, 0.11360, 1.54711], [1.98120, 1.11133, 2.53717], [0.56265, 0.96705, 2.87144], [0.33290, -0.38321, 3.38420], [0.72592, -1.39742, 2.40084], [-0.05194, -1.20792, 1.19797], [2.14369, -1.22041, 2.08768], [-1.28505, 1.02355, 1.88418], [-0.05802, 2.15875, 1.27297], [1.80627, 1.28331, -0.07084], [1.90273, -0.47150, -0.38963], [2.15424, 2.11022, 2.13541], [2.57655, 0.98502, 3.44124], [-0.72543, -0.50356, 3.61900], [0.91532, -0.52697, 4.29416], [-1.10742, -1.31613, 1.43732], [0.24225, -1.94152, 0.44711], [2.44476, -1.97102, 1.35454], [2.72989, -1.36046, 2.99573]]}